(1)
The following is a quantum chemistry calculation of a molecular structure, C26H41CrGeN5O7P2, from OMol25.

Atoms and positions in Å:
Cr  -0.7141  -1.5254  -0.2964
C  -2.9547  1.2450  -0.2445
N  -3.8016  0.1597  -0.6556
C  -3.5716  -0.5946  -1.8648
C  -3.3881  -2.0516  -1.5222
N  -2.4885  -2.5016  -0.6689
C  -2.7408  -3.8752  -0.5213
C  -2.1396  -4.8313  0.2954
C  -2.6364  -6.1174  0.2311
C  -3.7062  -6.4569  -0.6148
C  -4.3184  -5.5128  -1.4121
C  -3.8121  -4.2204  -1.3368
N  -4.1930  -3.0332  -1.9568
C  -2.1451  0.8848  0.9774
N  -1.3607  -0.1728  1.0876
C  -0.7985  -0.1137  2.3788
C  0.0860  -0.9769  3.0271
C  0.4320  -0.6594  4.3249
C  -0.0934  0.4703  4.9758
C  -0.9756  1.3215  4.3433
C  -1.3039  1.0042  3.0306
N  -2.1407  1.6159  2.1011
H  -3.5310  2.1481  -0.0346
H  -2.2561  1.5096  -1.0452
H  -4.7656  0.2419  -0.3811
H  -2.6685  -0.2262  -2.3593
H  -4.3838  -0.4900  -2.5867
H  -1.3324  -4.5698  0.9662
H  -2.2064  -6.8845  0.8625
H  -4.0667  -7.4770  -0.6303
H  -5.1536  -5.7659  -2.0526
H  -4.9639  -2.9176  -2.5947
H  0.4648  -1.8693  2.5424
H  1.1063  -1.3090  4.8679
H  0.1919  0.6697  6.0004
H  -1.3918  2.1845  4.8476
H  -2.6891  2.4472  2.2549
C  3.5075  -2.3278  0.3841
C  2.7173  -2.5296  -0.9046
O  3.5101  -3.0291  -1.9773
P  2.1732  -0.9461  -1.6162
O  1.6040  -1.1262  -3.0555
O  3.4349  -0.0282  -1.8083
O  1.1981  -0.1924  -0.6641
P  1.1573  -3.4820  -0.6436
O  1.6004  -4.9334  -1.0849
O  0.1820  -2.8441  -1.6463
O  0.6828  -3.3277  0.7606
H  4.4060  -1.7415  0.1924
H  3.8059  -3.3015  0.7737
H  2.9005  -1.8357  1.1451
H  3.5821  -3.9919  -1.9185
H  0.9929  -1.8920  -3.1025
H  4.1006  -0.3721  -2.4276
H  1.2518  -5.6494  -0.5331
C  1.3941  3.8593  2.6001
C  2.8859  3.9084  2.2918
C  3.2321  3.6492  0.8272
C  3.0222  2.1868  0.3524
Ge  1.3370  1.8689  -0.5358
C  1.0714  2.3509  -2.3901
C  1.5081  3.7957  -2.7395
C  0.3724  4.8120  -2.6363
C  -0.1562  4.9949  -1.2164
H  1.2084  4.0455  3.6581
H  0.9678  2.8817  2.3665
H  0.8517  4.6185  2.0292
H  3.4179  3.1865  2.9189
H  3.2745  4.8920  2.5602
H  4.2849  3.8847  0.6707
H  2.6778  4.3566  0.2009
H  3.0944  1.4843  1.1866
H  3.7846  1.9154  -0.3735
H  0.0908  1.9496  0.3311
H  0.0117  2.1999  -2.6142
H  1.6299  1.6287  -2.9866
H  1.8975  3.7914  -3.7575
H  2.3387  4.1225  -2.1069
H  -0.4398  4.5091  -3.3028
H  0.7328  5.7722  -3.0082
H  -0.5069  4.0507  -0.7847
H  -0.9989  5.6857  -1.1912
H  0.6182  5.4000  -0.5596

Computed properties:
2S+1	5
largest force on an atom	0.714	eV Å⁻¹
total charge	+2
lowest unoccupied orbital energy (spin up / spin down)	-4.7 / -4.9	eV
E	-5619.7676	Ha
gap between HOMO and LUMO (spin up / spin down)	8.86 / 8.74	eV

Atom charges from the Mulliken analysis, given in e for atoms 1 to 8: Cr 0.604; C -0.944; N -0.038; C -0.791; C 0.054; N 0.467; C 0.505; C -0.838


(2)
The following is a quantum chemistry calculation of a molecular structure, C2H2NO2S, from OMol25.

Atoms and positions in Å:
C  -0.0358  -0.6879  -0.9195
C  0.2644  0.6022  -0.6017
N  -0.3062  -0.7571  1.2852
O  0.1419  1.3425  2.2631
O  -0.3534  -1.4549  0.0939
S  -0.0605  0.7363  1.0536
H  -0.0426  -1.0945  -1.8402
H  0.3924  1.3135  -1.3344

Computed properties:
2S+1	1
largest force on an atom	5.361	eV Å⁻¹
total charge	+1
lowest unoccupied orbital energy	-7.4	eV
E	-680.3348	Ha
gap between HOMO and LUMO	9.90	eV

Charges computed using Mulliken, reported in e: C 0.017; C -0.378; N -0.055; O -0.443; O -0.066; S 0.981; H 0.509; H 0.435